The following is a DFT calculation (ωB97M-V/def2-TZVPD) of a molecular structure, C23H32CoN3OS2Si2 at a distorted geometry.

```
64
Properties=species:S:1:pos:R:3:forces:R:3
Co 0.583 1.062 0.503 -0.2236 0.3262 -0.4700
C 1.837 0.286 -2.834 0.0751 0.3020 -0.1191
Si 0.465 0.063 -1.566 0.0792 -0.7046 0.8718
C -1.092 0.481 -2.548 -0.1200 0.2314 -0.0939
C 0.363 -1.803 -1.191 -0.0094 -0.0840 -0.2644
C 0.243 -2.776 -2.194 -0.0098 0.0322 0.0025
C 0.134 -4.124 -1.889 0.0108 0.0045 0.1205
C 0.152 -4.531 -0.556 -0.0012 0.0742 -0.0901
C 0.281 -3.583 0.446 0.0004 0.0290 -0.0423
C 0.385 -2.215 0.148 -0.0195 -0.3094 0.2424
Si 0.586 -0.925 1.525 -0.0595 -0.0315 -0.9780
C -0.832 -1.099 2.737 -0.0198 0.0698 0.1924
C 2.134 -1.376 2.469 0.0740 0.0698 0.2462
H 1.658 -0.412 -3.657 0.0190 0.0080 -0.0196
H 2.835 0.105 -2.444 -0.0040 0.0154 -0.0924
H 1.833 1.297 -3.252 -0.0431 -0.0427 0.0113
H -1.175 -0.229 -3.377 -0.0175 0.0237 -0.0275
H -1.043 1.486 -2.978 0.0353 -0.0365 0.0144
H -2.002 0.415 -1.955 0.1527 0.0658 -0.2401
H 0.232 -2.477 -3.239 -0.0056 0.0115 0.0289
H 0.038 -4.857 -2.681 0.0025 0.0067 0.0118
H 0.068 -5.582 -0.307 0.0070 0.0089 -0.0081
H 0.304 -3.918 1.479 -0.0087 0.0291 -0.0177
H -0.900 -2.149 3.041 -0.0416 0.0118 0.0295
H -1.784 -0.794 2.314 -0.1148 -0.0127 -0.0700
H -0.661 -0.499 3.635 0.0262 -0.0225 -0.0423
H 1.965 -2.347 2.946 0.0345 0.0072 0.0233
H 2.371 -0.653 3.256 -0.0422 -0.0209 -0.0340
H 2.998 -1.464 1.817 0.0468 -0.0986 0.0277
S 1.061 2.984 1.986 0.3853 -0.2056 0.1214
C 2.518 2.213 1.516 -0.0332 0.0777 0.0136
N 2.455 1.220 0.652 0.4620 0.0446 0.3982
C 3.681 0.592 0.463 -0.1048 0.1878 -0.2063
C 3.928 -0.532 -0.321 0.0519 -0.0278 0.1031
C 5.220 -1.016 -0.399 0.0041 0.0140 0.0117
C 6.265 -0.398 0.295 -0.0132 -0.0172 -0.0047
C 6.026 0.707 1.090 -0.0191 0.0166 0.0375
C 4.726 1.191 1.174 0.0164 0.0137 -0.0615
S 4.114 2.523 2.118 0.0893 0.0332 0.0314
H 3.110 -1.031 -0.821 0.0290 -0.0579 0.0446
H 5.425 -1.890 -1.003 -0.0085 -0.0076 0.0156
H 7.268 -0.797 0.223 -0.0072 0.0077 -0.0139
H 6.828 1.177 1.644 -0.0099 0.0002 -0.0072
C -1.990 3.812 0.546 -0.0664 -0.0127 -0.0459
N -2.944 2.737 0.337 -0.0579 -0.0578 0.0164
C -4.306 3.140 0.028 0.0611 -0.0003 -0.0280
C -5.265 2.033 0.401 0.0026 0.0067 0.0161
C -4.836 0.783 -0.329 0.0453 -0.0201 -0.0302
N -3.433 0.491 -0.071 -0.0037 -0.0313 0.1704
C -3.041 -0.886 -0.323 -0.0838 -0.0425 0.1487
C -2.521 1.446 0.264 0.1238 0.2303 -0.0292
O -1.336 1.155 0.508 -0.6481 -0.1065 -0.0089
H -2.360 4.481 1.325 0.0032 0.0006 0.0095
H -1.851 4.389 -0.373 -0.0175 0.0027 -0.0044
H -1.033 3.409 0.853 -0.0521 0.0186 -0.0430
H -4.401 3.384 -1.037 -0.0045 0.0208 -0.0035
H -4.516 4.050 0.590 -0.0005 0.0046 0.0197
H -6.286 2.300 0.131 0.0017 -0.0044 -0.0096
H -5.226 1.864 1.480 -0.0272 0.0093 -0.0028
H -4.999 0.896 -1.407 -0.0084 -0.0189 -0.0210
H -5.417 -0.082 -0.003 -0.0018 -0.0099 0.0213
H -3.544 -1.556 0.377 0.0034 0.0099 0.0275
H -1.972 -1.004 -0.222 0.0797 -0.0217 0.0686
H -3.322 -1.167 -1.341 -0.0141 -0.0206 0.0314
```
Positions in Å, forces in eV/Å.

HOMO-LUMO gap (alpha / beta) = 7.98 / 7.98 eV
ΔE to the lowest compared entry with this formula, charge and spin = 0.0 kJ/mol
HOMO energy (alpha / beta) = -7.548 / -7.549 eV
Max |F| = 1.12 eV Å⁻¹
E_LUMO (alpha / beta) = 0.0159 / 0.0158 Eh

Results of the Mulliken charge analysis, in e, for atoms 1 through 6: -0.098, -1.368, 0.893, -1.095, 0.464, -0.790



The following is a DFT calculation (ωB97M-V/def2-TZVPD) of a molecular structure, C23H32F6N2O6P3SZn.

```
74
Properties=species:S:1:pos:R:3:forces:R:3
Zn 0.503 0.614 -0.437 0.4393 0.0882 -0.1196
O -1.432 1.234 2.616 -0.0865 -0.0760 0.1777
S -1.425 0.212 1.584 0.0857 -0.3654 -0.1784
O -1.932 0.661 0.287 -0.1793 0.0675 0.1177
O -0.064 -0.357 1.346 -0.1143 0.3093 -0.0564
C -2.440 -1.119 2.152 -0.0056 0.0338 0.0286
C -2.969 -1.055 3.428 0.0423 -0.0010 0.0299
C -3.783 -2.084 3.887 -0.0015 -0.0093 0.0119
C -4.077 -3.160 3.067 0.0020 -0.0007 -0.0219
C -3.554 -3.217 1.781 -0.0556 0.0135 0.0031
C -2.725 -2.202 1.313 -0.0190 -0.0365 0.0039
P -2.089 -2.345 -0.365 0.1082 0.0469 -0.0640
C -3.403 -2.547 -1.516 -0.0731 -0.0295 0.0585
C -4.397 -1.557 -1.518 0.0392 0.0135 -0.0326
C -5.452 -1.659 -2.401 -0.0107 0.0184 -0.0057
C -5.517 -2.734 -3.283 -0.0116 -0.0066 -0.0082
C -4.531 -3.714 -3.284 -0.0237 0.0089 -0.0029
C -3.467 -3.626 -2.406 0.0381 -0.0104 -0.0251
C -0.777 -3.514 -0.491 0.0129 -0.0701 -0.0510
C -0.212 -3.743 -1.756 -0.0633 -0.0294 -0.0015
C 0.840 -4.631 -1.880 0.0095 0.0071 0.0008
C 1.342 -5.275 -0.754 -0.0044 -0.0067 -0.0066
C 0.807 -5.024 0.505 -0.0129 -0.0172 0.0044
C -0.245 -4.137 0.645 -0.0310 -0.0040 0.0175
H -2.746 -0.206 4.058 -0.0070 -0.0120 -0.0036
H -4.192 -2.038 4.888 -0.0048 0.0116 -0.0134
H -4.720 -3.955 3.418 0.0130 0.0055 0.0059
H -3.804 -4.052 1.137 0.0199 0.0151 -0.0054
H -4.324 -0.711 -0.844 -0.0114 -0.0153 -0.0005
H -6.221 -0.899 -2.415 -0.0018 -0.0083 0.0018
H -6.344 -2.807 -3.977 0.0056 0.0008 0.0041
H -4.598 -4.551 -3.965 0.0055 0.0071 0.0028
H -2.707 -4.395 -2.397 -0.0120 0.0013 0.0067
H -0.585 -3.217 -2.627 0.0388 -0.0730 0.0590
H 1.275 -4.816 -2.853 -0.0133 0.0048 0.0039
H 2.161 -5.976 -0.858 -0.0010 0.0041 -0.0001
H 1.207 -5.528 1.374 -0.0072 -0.0002 0.0078
H -0.663 -3.941 1.624 -0.0104 -0.0058 0.0146
F 0.196 -0.894 -1.778 -0.0141 -0.1545 0.1325
P -0.023 -0.143 -3.341 -0.1187 -0.0351 -0.0084
F -0.229 0.658 -4.666 0.0258 -0.0579 0.1049
F -0.373 1.209 -2.396 0.0274 0.0654 -0.1312
F -1.553 -0.558 -3.220 -0.0783 0.0158 0.0039
F 1.521 0.271 -3.215 0.0484 0.0244 -0.0826
F 0.347 -1.523 -4.006 0.0612 0.0609 -0.0901
C 3.607 2.238 -2.008 -0.0308 -0.0039 -0.0436
O 3.879 0.968 -1.383 -0.0576 0.0299 -0.0076
P 2.903 0.394 -0.286 -0.0834 -0.0857 -0.0235
O 3.294 1.080 1.099 -0.0006 0.0118 0.0041
C 4.662 1.035 1.591 -0.0237 -0.0015 -0.0147
O 3.452 -1.087 -0.261 -0.0629 -0.0174 0.0572
C 2.699 -2.114 0.422 0.0548 0.0447 -0.0568
H 4.306 2.327 -2.832 0.0186 0.0019 0.0008
H 3.772 3.052 -1.301 0.0029 0.0034 0.0120
H 2.591 2.255 -2.405 0.0505 0.0164 0.0290
H 4.660 1.552 2.544 0.0063 0.0054 0.0003
H 5.326 1.534 0.889 0.0036 -0.0012 0.0039
H 4.972 0.001 1.726 0.0053 0.0029 -0.0030
H 3.240 -3.039 0.255 0.0060 0.0057 0.0137
H 1.697 -2.198 -0.003 0.0374 0.0237 -0.0021
H 2.640 -1.902 1.490 -0.0101 -0.0031 0.0021
N -0.665 3.752 3.272 0.0883 0.2919 0.1506
C -0.706 3.963 1.783 -0.0591 -0.0282 0.2049
C 0.406 3.140 1.144 -0.1233 0.0309 -0.0293
N 0.033 2.676 -0.198 -0.0237 -0.2819 0.0365
H -1.422 4.249 3.742 -0.0059 0.0572 0.0031
H 0.214 4.058 3.690 0.0153 0.0467 -0.0124
H -0.790 2.745 3.448 -0.0948 -0.2266 -0.1187
H -0.660 5.029 1.575 0.0315 0.0047 0.0251
H -1.675 3.570 1.488 -0.0374 0.0547 -0.1151
H 0.548 2.257 1.764 0.1785 -0.0155 0.0669
H 1.360 3.666 1.119 -0.0533 0.0639 -0.1191
H 0.304 3.289 -0.958 0.1270 0.0478 0.0682
H -0.971 2.522 -0.271 -0.0099 0.1225 -0.0250
```
Positions in Å, forces in eV/Å.

HOMO-LUMO gap (alpha / beta) = 8.32 / 7.04 eV
ΔE to the lowest compared entry with this formula, charge and spin = 0.0 kJ/mol
HOMO energy (alpha / beta) = -13.361 / -14.372 eV
Max |F| = 0.46 eV Å⁻¹
Spin multiplicity = 2
Total charge = +2
<S²> = 0.76
E_LUMO (alpha / beta) = -0.1853 / -0.2696 Eh

Results of the Mulliken charge analysis, in e, for atoms 1 through 6: 3.513, -0.989, 1.936, -0.985, -0.922, 0.173